Molecular formula: C3H9NOS2
Method: DFT, wB97M-V/def2-TZVPD

Calculated values
gap between HOMO and LUMO = 8.1986 eV
energy above the lowest of the compared OMol25 structures with the same formula, charge and spin = 115.4 kcal per mole
calculated total energy = -1045.90173 Eh
molar mass = 139.25 g mol⁻¹
net charge = 0

Structure (XYZ):
```
16
C3H9NOS2 wB97M-V/def2-TZVPD
C 1.25 -1.09 0.57
C 1.89 0.26 0.24
C 0.89 1.36 -0.36
N -2.37 0.19 -0.52
O 0.11 1.89 0.32
S -2.28 -1.41 -0.16
S -3.44 1.13 0.29
H 0.28 -0.83 1.03
H 1.20 -1.68 -0.27
H 1.85 -1.57 1.33
H 2.60 0.13 -0.69
H 2.31 0.72 1.10
H 1.02 1.56 -1.43
H -3.01 2.44 -0.19
H -3.17 -1.75 -1.18
H -4.47 1.11 -0.78
```